Entry 1:
ORCA calculation (ωB97M-V with the def2-TZVPD basis set) on a molecular structure, C44H40Cl4N4O7PSSeTi.

Charge ... -1
HOMO-LUMO gap ... 6.8 eV
HOMO energy ... -5.20 eV
Energy above the lowest of the compared OMol25 structures with the same formula, charge and spin ... 0.0 kcal per mole

Geometry as XYZ:
```
103
Properties=species:S:1:pos:R:3:forces:R:3:lowdin_charge:R:1
Ti -0.08258 0.48985 0.17137 0.0434 -0.1159 -0.0703 1.12
Cl -6.18245 -1.93042 -1.69151 -0.0013 0.0060 -0.0009 0.64
C -4.89740 -0.83275 -1.32038 -0.0126 -0.0037 -0.0088 -0.72
C -4.97564 0.49477 -1.70483 -0.0201 -0.0044 0.0040 -0.72
Cl -6.35653 1.07481 -2.57267 0.0003 -0.0013 0.0039 0.64
C -3.92836 1.37679 -1.39863 0.0172 0.0637 0.0309 -0.63
Cl -3.98246 3.03563 -1.90314 0.0103 -0.0075 -0.0653 0.72
C -2.80344 0.93844 -0.70547 0.0065 -0.0662 0.0178 -0.42
O -1.76437 1.66521 -0.39204 0.0366 -0.0301 0.1227 -0.18
C -2.72510 -0.42922 -0.33343 0.0037 -0.0072 0.0429 -0.36
O -1.61311 -0.76462 0.28369 0.0380 -0.1867 -0.1575 -0.28
C -3.76428 -1.29394 -0.63177 -0.0011 0.0322 -0.0042 -0.60
Cl -3.62444 -2.94956 -0.15320 -0.0117 -0.0014 -0.0027 0.68
C 4.95730 0.42436 0.19665 -0.0054 -0.0145 -0.0129 -0.12
C 4.25588 0.80886 1.33158 -0.0100 0.0079 0.0041 -0.10
C 2.86638 0.76108 1.35180 0.0185 0.0688 -0.0095 -0.14
C 2.11709 0.33416 0.24912 -0.1098 -0.0259 -0.1804 -0.18
C 2.85270 -0.01732 -0.88529 0.0253 -0.0374 0.0491 -0.14
C 4.24303 0.01075 -0.91818 0.0116 0.0016 0.0048 -0.11
H 6.04050 0.45057 0.18118 -0.0013 0.0007 0.0016 0.09
H 4.79194 1.14862 2.21124 0.0049 0.0011 0.0021 0.09
H 2.35829 1.08637 2.25390 0.0091 0.0068 -0.0225 0.09
H 2.32498 -0.32805 -1.77575 -0.0158 -0.0142 -0.0184 0.04
H 4.76790 -0.29364 -1.81845 0.0030 0.0019 0.0018 0.09
C -6.16356 2.89696 2.47779 0.0016 0.0052 0.0004 -0.04
C -5.00472 3.84668 2.34422 -0.0028 0.0110 -0.0006 -0.27
C -3.94711 3.56132 1.49103 0.0008 -0.0392 0.0086 -0.05
C -2.87185 4.42938 1.36248 -0.0099 -0.0016 0.0234 -0.04
C -2.85130 5.59802 2.10648 -0.0051 -0.0045 -0.0223 -0.27
C -3.89294 5.89902 2.97708 -0.0143 -0.0059 -0.0218 -0.06
C -4.96260 5.02826 3.08584 0.0028 0.0003 0.0001 -0.05
S -1.51375 6.75620 1.96406 0.0025 -0.0568 0.0141 0.62
O -1.35785 7.34276 3.26552 -0.0125 -0.0231 -0.0019 -0.30
O -1.75347 7.60676 0.82772 0.0055 0.0322 0.0164 -0.30
N -0.19983 5.87560 1.61252 0.0398 0.1105 -0.0228 -0.13
C 0.19595 5.69550 0.21235 -0.0274 -0.0111 -0.0276 -0.22
C 1.26903 4.61354 0.13391 -0.0551 0.0044 -0.0347 -0.07
C 0.69899 3.28221 0.59500 0.1069 0.0006 0.0694 -0.61
O 0.32671 3.18184 1.76686 0.0192 -0.0034 0.0298 0.03
O 0.62617 2.35409 -0.28195 0.0107 0.0685 0.2019 -0.15
H -6.03040 2.02535 1.83817 0.0025 -0.0054 -0.0072 0.08
H -7.10002 3.38290 2.19712 -0.0018 -0.0004 0.0008 0.08
H -6.26832 2.55036 3.50765 0.0006 -0.0035 0.0042 0.08
H -3.94896 2.64073 0.92074 0.0062 0.0274 0.0507 0.08
H -2.05822 4.15313 0.70447 -0.0211 -0.0181 0.0279 0.10
H -3.84600 6.80294 3.56912 -0.0015 0.0043 0.0045 0.11
H -5.77420 5.26150 3.76612 -0.0024 -0.0016 0.0036 0.11
H -0.09171 5.01586 2.15845 0.0070 0.0090 0.0439 0.10
H 0.58049 6.63701 -0.17633 -0.0127 0.0176 0.0349 0.11
H -0.65894 5.41258 -0.41083 0.0273 0.0119 -0.0544 0.11
H 2.09818 4.86580 0.79824 0.0040 0.0392 -0.0235 0.13
H 1.64311 4.55115 -0.88720 -0.0121 -0.0541 0.0000 0.11
N 0.08345 0.08734 2.00714 -0.2342 0.4086 -0.3619 0.03
C 0.10655 0.03735 3.26089 0.0643 0.0058 0.0707 -0.28
C -0.42607 1.15446 4.10102 0.0234 0.0046 -0.0045 -0.17
C 0.24003 1.54765 5.25883 -0.0221 -0.0386 0.0133 -0.04
C -0.21603 2.63067 5.99547 -0.0072 0.0107 -0.0111 -0.08
C -1.35680 3.31062 5.59171 0.0156 -0.0038 0.0121 -0.08
C -2.03248 2.91218 4.44586 -0.0022 -0.0055 -0.0286 -0.06
C -1.56104 1.84651 3.69598 0.0070 0.0277 -0.0142 -0.02
C 0.70138 -1.13645 3.97704 -0.0129 -0.0573 -0.0077 -0.19
C 1.85957 -1.72640 3.47958 0.0350 -0.0080 -0.1314 -0.05
C 2.40382 -2.83753 4.10548 -0.0244 -0.0059 -0.0048 -0.08
C 1.78494 -3.37886 5.22405 -0.0171 0.0061 0.0087 -0.10
C 0.62695 -2.79631 5.72327 0.0223 0.0025 -0.0016 -0.09
C 0.09510 -1.67097 5.11066 0.0025 -0.0089 0.0011 -0.04
H 1.12889 1.01275 5.57205 -0.0014 0.0054 0.0037 0.12
H 0.32171 2.94615 6.88102 -0.0011 0.0019 -0.0016 0.10
H -1.71518 4.15895 6.16165 0.0019 0.0020 0.0002 0.10
H -2.91650 3.44802 4.12583 -0.0094 0.0046 -0.0072 0.08
H -2.05125 1.55607 2.77446 -0.0016 -0.0040 -0.0156 0.11
H 2.32337 -1.30408 2.59323 -0.0595 -0.0840 0.0807 0.10
H 3.30351 -3.28982 3.70799 0.0090 0.0013 0.0036 0.10
H 2.20178 -4.25514 5.70466 -0.0011 -0.0029 0.0032 0.10
H 0.13762 -3.21839 6.59221 0.0012 -0.0018 0.0008 0.10
H -0.80206 -1.20882 5.50367 -0.0091 0.0045 0.0019 0.12
Se -0.17129 -3.11314 0.96923 0.0091 0.0734 0.0684 1.22
N 0.50825 -2.32991 -0.45828 0.0870 -0.1167 -0.0196 -0.19
C 1.31079 -3.21416 -1.03744 -0.0495 -0.0083 0.0245 -0.36
C 1.99662 -3.01222 -2.27502 0.0067 0.0114 0.0194 -0.03
C 2.77699 -4.00558 -2.76711 -0.0067 0.0065 -0.0088 -0.09
C 2.92889 -5.25182 -2.07759 -0.0012 -0.0072 0.0085 -0.10
C 2.27624 -5.49769 -0.91515 -0.0002 -0.0078 0.0005 -0.04
C 1.43238 -4.48358 -0.36666 -0.0202 -0.0040 0.0248 -0.40
N 0.71413 -4.61934 0.74020 0.0295 -0.0207 -0.0151 -0.23
H 1.86228 -2.07678 -2.79721 0.0096 0.0150 -0.0057 0.09
H 3.29809 -3.86446 -3.70603 -0.0002 0.0017 0.0003 0.10
H 3.57097 -6.01036 -2.50760 0.0006 -0.0005 0.0003 0.09
H 2.36766 -6.44002 -0.39150 0.0012 -0.0003 -0.0024 0.11
C -0.37600 2.73128 -3.05363 0.0129 -0.0023 0.0019 -0.16
P -0.21774 0.95795 -3.22537 -0.0590 -0.0217 -0.0363 0.62
C -1.67701 0.37910 -4.09766 -0.0097 0.0085 0.0048 -0.14
C 1.17301 0.69932 -4.34098 0.0007 -0.0024 -0.0051 -0.16
O -0.01658 0.17531 -1.95706 0.1288 0.0231 0.2464 -0.40
H -0.63903 3.16729 -4.01919 0.0011 -0.0005 0.0010 0.06
H 0.56725 3.13621 -2.69127 -0.0004 -0.0005 0.0024 0.05
H -1.14692 2.93854 -2.31259 -0.0188 0.0040 0.0149 0.02
H -1.78625 0.88212 -5.05908 0.0004 -0.0002 -0.0023 0.06
H -2.55689 0.57464 -3.48223 0.0061 0.0015 -0.0006 0.04
H -1.59054 -0.69720 -4.25005 -0.0004 0.0005 0.0046 0.07
H 1.04608 1.27909 -5.25604 0.0010 -0.0034 -0.0014 0.06
H 1.25213 -0.35874 -4.59240 -0.0021 -0.0025 0.0118 0.05
H 2.08607 1.01482 -3.83447 -0.0031 0.0004 0.0025 0.06
```
Positions in Å, forces in eV/Å.

Entry 2:
ORCA calculation (ωB97M-V with the def2-TZVPD basis set) on a molecular structure, C44H41Cl3N6O4SiSn.

Charge ... 0
HOMO-LUMO gap ... 6.2 eV
HOMO energy ... -6.86 eV
Energy above the lowest of the compared OMol25 structures with the same formula, charge and spin ... 4.9 kcal per mole

Geometry as XYZ:
```
100
Properties=species:S:1:pos:R:3:forces:R:3:lowdin_charge:R:1
Sn -1.88537 0.22163 1.39087 -0.1630 -0.2147 0.3315 1.21
C -1.75112 -2.17087 4.06774 -0.0314 0.0139 -0.0107 -0.03
C -1.17116 -0.88138 4.55455 -0.0029 0.0011 -0.0257 -0.31
C -0.33115 -0.86740 5.66669 0.0230 0.0280 0.0129 0.00
C 0.21637 0.32386 6.08261 -0.0270 -0.0269 0.0032 -0.03
C -0.10305 1.48767 5.39804 -0.0211 -0.0083 -0.0027 0.00
C -0.96697 1.40557 4.32033 0.0438 0.0620 0.0347 -0.22
N -1.47466 0.24016 3.90590 0.0383 -0.0290 -0.0804 0.05
C -1.35978 2.61704 3.55049 0.0155 -0.0101 0.0457 -0.19
C -1.12807 3.89040 4.05880 0.0040 -0.0014 -0.0118 0.01
C -1.46970 4.98920 3.29826 -0.0051 -0.0022 0.0002 -0.03
C -2.09972 4.79988 2.08380 0.0035 0.0240 0.0305 0.00
C -2.38269 3.50685 1.66689 -0.0362 0.0029 -0.0287 -0.18
N -1.97501 2.44364 2.37394 0.1568 -0.1579 -0.0702 0.07
C -3.21561 3.24690 0.45918 -0.0116 0.0478 0.0418 -0.22
C -3.83119 4.27433 -0.23970 0.0184 0.0378 -0.0292 0.00
C -4.65534 3.94859 -1.30494 -0.0009 -0.0254 -0.0129 -0.04
C -4.85365 2.62094 -1.62103 0.0199 0.0187 0.0204 -0.01
C -4.21299 1.63964 -0.86857 -0.0526 -0.0735 -0.0406 -0.35
C -4.46891 0.18909 -1.13070 0.0259 0.0294 -0.0249 -0.05
N -3.40013 1.96687 0.13551 0.0140 -0.0208 0.0577 0.03
H -2.59346 -2.46337 4.69815 -0.0091 0.0037 -0.0114 0.09
H -2.13028 -2.08880 3.05078 -0.0273 -0.0109 -0.0334 0.01
H -0.99777 -2.95633 4.10353 0.0063 -0.0310 0.0010 0.09
H -0.09077 -1.79718 6.16234 -0.0106 -0.0174 0.0137 0.12
H 0.89544 0.35602 6.92386 0.0164 -0.0033 -0.0039 0.11
H 0.34165 2.42437 5.69399 0.0084 0.0269 0.0037 0.11
H -0.69713 4.02194 5.03794 0.0349 -0.0079 0.0066 0.11
H -1.26884 5.98856 3.65891 0.0072 0.0162 0.0074 0.12
H -2.38154 5.65191 1.48620 -0.0283 -0.0106 -0.0019 0.11
H -3.70196 5.30735 0.04150 0.0134 0.0096 -0.0056 0.10
H -5.15002 4.72897 -1.86750 -0.0122 0.0102 -0.0031 0.11
H -5.51120 2.32878 -2.42748 -0.0107 -0.0093 -0.0274 0.12
H -5.33649 -0.13383 -0.55032 0.0279 0.0080 -0.0126 0.04
H -4.67548 0.01528 -2.18544 0.0032 -0.0080 -0.0412 0.09
H -3.62883 -0.42991 -0.82297 0.0647 -0.0287 -0.0185 0.03
O 1.22635 -5.01461 -3.66161 0.0194 -0.0164 -0.0584 -0.06
C 1.18630 -5.22639 -2.26279 0.0124 -0.0319 0.0496 -0.21
C 0.64544 -4.00573 -1.57508 0.0375 -0.0070 0.0058 -0.18
C 0.61638 -3.94436 -0.18878 -0.0092 0.0438 0.0342 0.00
C 0.07269 -2.82554 0.42034 0.0403 -0.0996 -0.1337 -0.11
N -0.40733 -1.79016 -0.25993 0.0910 -0.0718 0.0500 0.07
C -0.34242 -1.82912 -1.58770 0.1369 0.1230 -0.0355 -0.21
C 0.16823 -2.91751 -2.28588 -0.0255 -0.0338 0.0069 0.05
C -0.78240 -0.59186 -2.29543 -0.1804 -0.1119 0.0027 -0.21
C -1.11336 -0.60303 -3.64707 0.1002 0.0457 0.0235 0.05
C -1.48341 0.57788 -4.27198 -0.0781 0.0211 0.0094 -0.19
C -1.81964 0.60005 -5.74150 -0.0066 -0.0008 0.0352 -0.22
O -0.65634 0.60671 -6.55517 0.0245 0.0274 -0.0451 -0.04
C -1.51097 1.73611 -3.50791 -0.0448 -0.0077 0.0115 -0.01
C -1.20014 1.64949 -2.15914 0.0734 0.0324 -0.0846 -0.13
N -0.85420 0.51973 -1.55696 0.0217 0.1051 0.0145 0.10
H 1.62577 -5.78458 -4.07645 -0.0186 0.0404 0.0165 0.09
H 2.18363 -5.43699 -1.86398 0.0358 0.0266 -0.0092 0.12
H 0.53896 -6.07860 -2.01912 0.0162 0.0276 0.0070 0.13
H 1.01978 -4.74626 0.41671 -0.0167 -0.0319 -0.0010 0.12
H 0.04459 -2.74061 1.49750 0.0007 0.0102 0.1378 0.10
H 0.21970 -2.92718 -3.36348 0.0385 0.0098 -0.0173 0.11
H -1.08570 -1.52360 -4.21339 -0.0158 -0.0178 -0.0148 0.12
H -2.46348 1.45855 -5.96120 0.0201 -0.0064 -0.0174 0.12
H -2.36115 -0.30581 -6.01357 -0.0064 0.0147 0.0036 0.12
H -0.16837 1.42070 -6.39082 0.0037 -0.0362 0.0252 0.09
H -1.79295 2.68574 -3.94540 -0.0107 0.0245 0.0057 0.11
H -1.22831 2.53307 -1.52987 -0.0159 0.0245 -0.0258 0.11
Cl -5.16447 -0.31664 4.63780 0.0284 -0.0022 0.0897 0.08
Si -4.60884 0.01915 2.62102 0.0699 -0.1882 -0.2403 -0.58
Cl -6.37104 0.96486 1.86264 -0.0623 0.0769 0.0180 0.09
Cl -4.87392 -1.97870 1.78906 -0.0328 0.1124 0.1151 0.05
C 3.61560 -1.54838 -4.07459 -0.0188 -0.0083 0.0361 -0.05
C 3.90378 -2.04680 -2.67932 -0.0070 0.0423 -0.0268 -0.23
C 4.42054 -3.32842 -2.54168 -0.0565 -0.0055 -0.0013 -0.08
C 4.68976 -3.84820 -1.28672 -0.0136 -0.0559 0.0208 -0.10
C 4.46463 -3.07483 -0.16819 0.0393 -0.0461 0.0081 -0.04
C 3.96009 -1.77726 -0.27934 0.2010 0.0095 0.0512 -0.20
N 3.76034 -1.11543 0.95170 -0.3930 -0.0423 -0.0419 0.10
C 3.70407 0.26452 1.17410 0.2353 -0.0823 0.0629 -0.22
C 4.77523 1.07893 0.80873 0.0136 0.0358 -0.0778 -0.04
C 4.74371 2.43938 1.05776 -0.0211 0.0068 -0.0159 -0.09
C 3.64990 3.01042 1.69794 0.0027 -0.0130 0.0250 -0.09
C 2.58713 2.20271 2.07024 0.0065 0.0329 0.0270 -0.03
C 2.60543 0.83663 1.82286 -0.0418 -0.0367 -0.2336 -0.08
C 1.41969 -0.02156 2.16120 -0.2138 -0.0003 0.4189 -0.59
O 1.59170 -1.09419 2.74739 0.0025 -0.2480 -0.0996 0.03
O 0.28312 0.45870 1.83496 0.0396 0.6211 -0.2182 -0.23
C 3.65499 -1.25135 -1.54604 -0.0040 0.0023 -0.0326 -0.14
C 3.02930 0.11050 -1.70335 -0.0513 -0.0747 0.0299 -0.01
H 3.72269 -2.36103 -4.79173 0.0337 0.0086 -0.0008 0.07
H 4.30282 -0.74957 -4.36286 -0.0287 0.0330 0.0042 0.09
H 2.60134 -1.15905 -4.17331 -0.0258 -0.0239 -0.0054 0.07
H 4.60182 -3.92359 -3.42738 0.0051 -0.0159 -0.0339 0.10
H 5.09319 -4.84780 -1.18340 0.0081 -0.0171 0.0104 0.10
H 4.69805 -3.44997 0.82058 0.0063 0.0068 0.0081 0.11
H 3.16789 -1.62944 1.59499 0.0180 0.0731 0.0168 0.11
H 5.63242 0.62528 0.32656 0.0045 -0.0124 -0.0206 0.12
H 5.58034 3.05805 0.75811 0.0128 -0.0061 0.0137 0.10
H 3.62821 4.07280 1.90243 -0.0012 0.0073 0.0026 0.09
H 1.71837 2.63053 2.55795 -0.0314 -0.0064 -0.0456 0.11
H 3.73767 0.91412 -1.50386 0.0057 0.0461 0.0044 0.08
H 2.19091 0.24003 -1.01790 -0.0162 0.0255 0.0792 0.08
H 2.65238 0.25307 -2.71079 -0.0527 -0.0017 -0.0582 0.06
```
Positions in Å, forces in eV/Å.

- The highest HOMO energy belongs to which entry?
  C44H40Cl4N4O7PSSeTi

- Which of these has the lowest energy above the lowest of the compared OMol25 structures with the same formula, charge and spin?
  C44H40Cl4N4O7PSSeTi